1.
{
  "formula": "C16H19N3O8",
  "method": "ωB97M-V/def2-TZVPD",
  "symbols": ["C", "C", "O", "C", "O", "C", "C", "C", "O", "N", "C", "C", "C", "O", "C", "O", "N", "O", "C", "C", "O", "N", "C", "C", "C", "O", "C", "H", "H", "H", "H", "H", "H", "H", "H", "H", "H", "H", "H", "H", "H", "H", "H", "H", "H", "H"],
  "xyz": [[-2.570017, -0.538479, -3.245180], [-3.062802, 0.782828, -2.525402], [-2.013187, 1.018488, -1.655972], [-2.104378, 0.236405, -0.504984], [-3.100277, -0.242608, -0.049541], [-0.748025, -0.158025, 0.324710], [-0.949193, -1.083057, 1.578044], [0.212414, -1.155058, 2.672295], [0.819765, -0.161634, 3.070738], [0.293992, -2.440614, 3.253965], [1.476093, -2.955961, 3.978558], [2.742368, -2.774640, 3.156794], [-0.387222, -3.207859, 2.334003], [-0.498118, -4.378263, 2.578511], [-0.988518, -2.494734, 1.128018], [-0.305896, -2.480808, -0.093370], [-0.007024, -1.109736, -0.345482], [1.366525, -0.753500, -0.301276], [1.503869, 0.608668, 0.102940], [1.935898, 1.613516, -0.966387], [3.044391, 1.573185, -1.512521], [1.080997, 2.642472, -1.157982], [1.279820, 3.853426, -1.927073], [0.661638, 3.776614, -3.303336], [0.051950, 2.366448, -0.276877], [-0.789672, 3.226932, -0.021528], [0.176157, 1.107227, 0.553450], [-3.229932, -0.896589, -4.059517], [-2.570663, -1.398648, -2.472630], [-1.555918, -0.412466, -3.691152], [-2.882032, 1.494970, -3.359228], [-4.145104, 0.778066, -2.171686], [-1.844140, -0.839655, 2.166846], [1.556218, -2.523104, 4.936534], [1.372688, -3.991843, 4.252881], [2.763225, -3.710862, 2.435360], [3.675860, -2.695376, 3.703592], [2.673871, -1.832511, 2.595305], [-2.028675, -2.836176, 0.934323], [2.040975, 0.555464, 0.982953], [0.906131, 4.680436, -1.294281], [2.368805, 3.982839, -2.193435], [1.068093, 2.885560, -3.881635], [0.953961, 4.749582, -3.922180], [-0.448279, 3.745924, -3.379492], [0.203369, 1.393157, 1.572326]],
  "forces_ev_per_angstrom": [[-1.099, -1.473, 0.838], [-0.249, -1.469, -4.026], [0.908, -0.777, 4.235], [1.132, -0.395, 1.053], [-0.597, 0.288, -0.723], [-1.197, 1.357, 1.331], [-0.973, 1.443, 2.735], [0.691, 2.980, 1.329], [-0.619, -1.732, -0.621], [0.008, 2.505, -2.385], [0.399, 0.079, -0.111], [-0.393, -1.409, -2.029], [0.110, -3.323, 0.653], [-0.480, -0.896, -0.858], [-2.085, 0.408, 0.919], [1.781, 1.698, 0.128], [1.162, -0.267, -6.018], [1.065, -0.882, 0.130], [-1.535, -0.904, -0.711], [5.352, -0.770, -1.909], [-1.764, -0.272, 0.749], [-0.914, -2.301, 1.502], [0.858, 0.549, -0.478], [-0.325, 1.063, -2.617], [-3.656, 3.905, 0.995], [0.697, -1.244, -0.428], [-0.497, -1.146, -1.816], [0.124, 0.412, 0.394], [0.283, 1.268, -1.220], [-0.726, 0.079, 0.648], [-0.754, 0.275, 0.923], [1.767, 0.057, 0.011], [0.138, 0.064, -0.094], [-0.159, 1.284, 0.933], [-0.731, -0.479, -0.532], [0.374, 2.142, 1.114], [-0.099, -0.392, 0.377], [0.077, -0.448, -0.121], [0.747, -0.201, 0.265], [2.370, 0.389, 1.247], [0.195, -0.341, -0.520], [-0.914, -0.334, 1.198], [-0.412, 1.102, 0.765], [-0.418, -2.027, 1.337], [0.689, -0.124, 0.496], [-0.328, 0.259, 0.913]],
  "nbo_charge": [-0.636, -0.096, -0.509, 0.829, -0.572, 0.043, -0.330, 0.710, -0.597, -0.451, -0.223, -0.627, 0.653, -0.535, -0.022, -0.303, 0.067, -0.352, -0.008, 0.651, -0.563, -0.437, -0.241, -0.619, 0.699, -0.572, -0.328, 0.214, 0.210, 0.221, 0.199, 0.219, 0.276, 0.217, 0.240, 0.217, 0.231, 0.221, 0.226, 0.239, 0.237, 0.246, 0.224, 0.221, 0.220, 0.292],
  "relative_energy_kcal_mol": 12.7,
  "total_charge": 0,
  "smiles": "CCOC(=O)C12[C@@H]3C(=O)N(CC)C(=O)[C@@H]3ON1O[C@H]1C(=O)N(CC)C(=O)[C@H]12",
  "total_energy_ev": -37745.19315,
  "gap_ha": 0.3515,
  "homo_energy_ev": -9.02,
  "spin_multiplicity": 1
}

2.
{
  "formula": "C16H19N5O3S2",
  "method": "ωB97M-V/def2-TZVPD",
  "symbols": ["O", "C", "C", "S", "C", "N", "N", "C", "N", "C", "O", "C", "N", "C", "C", "O", "C", "C", "S", "N", "C", "C", "C", "C", "C", "C", "H", "H", "H", "H", "H", "H", "H", "H", "H", "H", "H", "H", "H", "H", "H", "H", "H", "H", "H"],
  "xyz": [[-5.428746, 2.597053, 0.512769], [-4.652631, 1.669929, 0.501307], [-3.179979, 1.894230, 0.834970], [-2.433032, 0.534880, 1.802508], [-0.891007, 0.415169, 1.023987], [-0.530867, 1.113058, -0.001266], [0.704448, 0.850901, -0.410980], [1.297660, -0.048339, 0.296767], [2.574300, -0.475808, 0.079636], [3.177639, -1.400460, 0.883110], [2.601050, -1.934276, 1.802560], [4.610079, -1.686993, 0.473839], [5.209003, -0.515136, -0.136484], [5.551098, 0.494864, 0.858136], [6.054707, 1.746950, 0.139606], [7.176425, 1.458347, -0.659365], [6.868656, 0.466111, -1.607787], [6.387912, -0.820811, -0.934011], [0.334821, -0.703941, 1.611208], [-4.944024, 0.389863, 0.169252], [-6.181995, -0.172119, -0.168286], [-6.228172, -1.548731, -0.378882], [-7.420168, -2.162715, -0.712109], [-8.577846, -1.412619, -0.838166], [-8.531865, -0.044753, -0.629426], [-7.343747, 0.581673, -0.297417], [-3.088546, 2.817595, 1.406268], [-2.589640, 1.974703, -0.079702], [3.129043, -0.036996, -0.647326], [5.159735, -2.056982, 1.353740], [4.578623, -2.494987, -0.264529], [4.663833, 0.737920, 1.446132], [6.335955, 0.128056, 1.540530], [6.375223, 2.500898, 0.859763], [5.245615, 2.157848, -0.483784], [7.784463, 0.285422, -2.172433], [6.084184, 0.829781, -2.289007], [6.121314, -1.555208, -1.696863], [7.201478, -1.229627, -0.312647], [-4.183863, -0.277021, 0.232241], [-5.325846, -2.136018, -0.276203], [-7.445110, -3.230754, -0.870802], [-9.509164, -1.892998, -1.098108], [-9.430066, 0.546430, -0.728152], [-7.310965, 1.645618, -0.134590]],
  "forces_ev_per_angstrom": [[-0.184, 0.195, -0.002], [0.528, -0.053, 0.120], [0.198, -0.032, 0.278], [-0.489, 0.114, 0.187], [0.602, -0.321, -0.006], [-1.377, 0.295, 0.515], [1.753, -0.287, -0.686], [-0.854, -0.231, 0.681], [0.274, -0.030, -0.183], [0.293, 0.195, -0.378], [0.092, -0.292, 0.250], [0.162, -0.026, 0.058], [0.067, -0.185, 0.023], [0.128, 0.347, -0.136], [-0.221, -0.039, 0.317], [0.154, 0.024, 0.059], [-0.004, -0.376, -0.130], [0.112, 0.273, -0.230], [-0.435, 0.754, -0.584], [0.108, -0.464, -0.093], [-0.311, -0.010, -0.100], [0.016, 0.066, 0.018], [0.027, -0.001, 0.012], [-0.138, -0.025, -0.034], [0.007, -0.155, -0.031], [0.021, 0.208, 0.041], [-0.089, -0.069, -0.147], [-0.092, 0.061, 0.013], [-0.007, -0.027, 0.097], [-0.121, 0.038, -0.077], [0.006, 0.015, 0.063], [0.017, 0.041, 0.040], [-0.074, -0.008, -0.012], [-0.098, -0.029, -0.030], [0.049, -0.003, 0.077], [-0.098, -0.025, -0.019], [0.075, -0.049, 0.021], [0.043, -0.008, 0.007], [-0.042, -0.018, -0.033], [-0.081, 0.230, 0.061], [0.094, -0.057, 0.006], [0.012, -0.076, -0.013], [-0.072, -0.038, -0.019], [-0.065, 0.057, -0.001], [0.015, 0.019, -0.001]],
  "nbo_charge": [-0.594, 0.670, -0.623, 0.277, -0.175, -0.308, -0.293, 0.202, -0.630, 0.682, -0.587, -0.311, -0.457, -0.260, -0.074, -0.516, -0.073, -0.248, 0.423, -0.628, 0.233, -0.270, -0.194, -0.234, -0.187, -0.272, 0.253, 0.286, 0.450, 0.208, 0.232, 0.210, 0.180, 0.202, 0.167, 0.200, 0.167, 0.207, 0.176, 0.406, 0.206, 0.214, 0.213, 0.214, 0.255],
  "relative_energy_kcal_mol": 10.1,
  "total_charge": 0,
  "smiles": "O=C(CSc1nnc(NC(=O)CN2CCOCC2)s1)Nc1ccccc1",
  "total_energy_ev": -52163.88513,
  "gap_ha": 0.3306,
  "homo_energy_ev": -8.46,
  "spin_multiplicity": 1
}

3.
{
  "formula": "C16H19N5O4",
  "method": "ωB97M-V/def2-TZVPD",
  "symbols": ["C", "C", "O", "C", "C", "C", "C", "C", "C", "N", "N", "C", "O", "C", "N", "N", "C", "N", "O", "O", "C", "C", "C", "C", "C", "H", "H", "H", "H", "H", "H", "H", "H", "H", "H", "H", "H", "H", "H", "H", "H", "H", "H", "H"],
  "xyz": [[8.032134, -1.676027, 0.972087], [6.962572, -0.634222, 0.684948], [5.704551, -1.275755, 0.773714], [4.576332, -0.557873, 0.567217], [4.532517, 0.798321, 0.256870], [3.316179, 1.431951, 0.078298], [2.115222, 0.737725, 0.196084], [0.817285, 1.382689, 0.000199], [0.712788, 2.883185, 0.117145], [-0.155462, 0.601626, -0.266450], [-1.405245, 1.056377, -0.502886], [-2.418459, 0.174644, -0.703782], [-2.313470, -1.023454, -0.647524], [-3.748606, 0.876817, -1.058168], [-4.869954, 0.129218, -0.570450], [-5.477097, 0.541678, 0.523369], [-6.432232, -0.350333, 0.758334], [-7.313240, -0.224874, 1.858433], [-7.175688, 0.719004, 2.605104], [-8.164387, -1.087151, 1.976255], [-6.428798, -1.363786, -0.217505], [-5.397274, -1.022006, -1.064114], [-4.893460, -1.682287, -2.290802], [2.169610, -0.630321, 0.491175], [3.372615, -1.264059, 0.677875], [7.888906, -2.089815, 1.966351], [9.016918, -1.221719, 0.912135], [7.966044, -2.483858, 0.248658], [7.101268, -0.215141, -0.321391], [7.021284, 0.182494, 1.417772], [5.439587, 1.372266, 0.148484], [3.322132, 2.479620, -0.182329], [-0.242267, 3.175024, 0.554127], [0.802474, 3.349776, -0.864681], [1.499858, 3.266966, 0.758200], [-1.596924, 2.057379, -0.521294], [-3.805681, 0.965153, -2.148174], [-3.808464, 1.865618, -0.599987], [-7.087819, -2.203908, -0.270566], [-3.849817, -1.962748, -2.159149], [-4.969290, -1.014723, -3.149629], [-5.478498, -2.574848, -2.489715], [1.242224, -1.173341, 0.572125], [3.419631, -2.315299, 0.913630]],
  "forces_ev_per_angstrom": [[-0.400, 0.210, -0.066], [0.389, 0.111, -0.009], [-0.123, -0.175, 0.039], [-0.299, 0.150, -0.064], [0.471, -0.208, 0.055], [-0.450, -0.127, 0.017], [0.594, -0.225, 0.099], [-0.659, 0.424, -0.115], [-0.136, -0.226, -0.075], [0.362, -0.607, -0.083], [0.202, 1.153, 0.129], [-0.441, 0.070, -0.067], [-0.048, -0.087, 0.030], [0.493, -0.056, -0.018], [-0.363, -0.404, -0.105], [-0.567, 0.400, 1.087], [1.466, -0.066, -1.700], [-0.506, 0.289, 0.810], [0.050, 0.136, 0.087], [-0.081, -0.199, -0.082], [0.074, 0.245, 0.158], [-0.347, -0.230, 0.113], [0.145, -0.030, -0.042], [0.098, 0.154, 0.002], [0.237, 0.013, -0.009], [0.035, -0.043, 0.097], [0.109, 0.029, -0.002], [0.043, -0.081, -0.066], [-0.067, 0.007, 0.127], [-0.058, -0.049, -0.123], [0.088, 0.008, 0.001], [-0.020, 0.114, 0.012], [-0.021, 0.055, 0.016], [0.006, 0.095, -0.031], [0.003, 0.065, 0.013], [0.006, -0.363, 0.016], [-0.001, 0.037, 0.127], [-0.030, -0.080, -0.144], [-0.100, -0.195, -0.083], [0.000, -0.041, -0.054], [-0.024, -0.018, -0.102], [-0.044, -0.021, -0.058], [-0.074, -0.102, 0.024], [-0.011, -0.131, 0.038]],
  "nbo_charge": [-0.617, -0.063, -0.494, 0.320, -0.273, -0.191, -0.128, 0.251, -0.694, -0.234, -0.452, 0.664, -0.572, -0.311, -0.138, -0.216, 0.160, 0.518, -0.355, -0.384, -0.296, 0.185, -0.662, -0.139, -0.256, 0.215, 0.214, 0.215, 0.172, 0.172, 0.213, 0.208, 0.218, 0.234, 0.240, 0.374, 0.232, 0.240, 0.248, 0.261, 0.218, 0.236, 0.241, 0.227],
  "relative_energy_kcal_mol": 141.5,
  "total_charge": 0,
  "smiles": "CCOc1ccc(/C(C)=N/NC(=O)Cn2nc([N+](=O)[O-])cc2C)cc1",
  "total_energy_ev": -32537.00481,
  "gap_ha": 0.3091,
  "homo_energy_ev": -8.31,
  "spin_multiplicity": 1
}